Entry 1:
{
  "formula": "C25H23F4N6O17S4Y",
  "method": "ωB97M-V with the def2-TZVPD basis set",
  "symbols": ["O", "O", "C", "H", "N", "S", "H", "H", "C", "C", "C", "S", "H", "O", "C", "H", "O", "F", "O", "H", "C", "H", "H", "C", "H", "S", "C", "H", "C", "F", "C", "H", "C", "C", "O", "H", "C", "O", "C", "C", "H", "O", "H", "H", "C", "C", "O", "C", "O", "O", "H", "C", "O", "O", "H", "C", "N", "F", "N", "H", "S", "F", "H", "H", "C", "C", "N", "O", "O", "N", "C", "O", "H", "O", "N", "H", "C", "C", "H", "Y"],
  "coordinates": [[0.37311, 1.55280, 2.76853], [3.38890, -0.36250, -3.68372], [3.87692, 2.28102, 4.80740], [-0.55763, -3.19323, -3.83025], [-2.09570, 1.90828, 1.16966], [-2.14043, -2.63383, 1.48001], [-1.93834, 1.64823, -2.55202], [-3.84983, 3.80545, 1.92039], [2.52719, 1.05642, 3.23273], [-2.94072, 1.89074, 2.32777], [-1.86866, -6.83591, -3.29141], [2.26914, -0.88843, -2.98119], [0.82945, 3.74405, -5.23516], [-0.24523, -1.51662, 3.79807], [-1.66647, -4.86434, -4.67859], [-2.22542, -0.03313, 3.12128], [-2.85289, -2.23913, 2.67239], [-2.92223, -1.72913, 0.40614], [1.58746, -2.07123, -3.45547], [5.74149, 1.41411, 5.30971], [-0.98580, -4.17313, -3.67573], [1.45091, 5.66595, -0.76314], [-2.25596, -7.83854, -3.19868], [0.74878, 3.39051, -3.16152], [-1.10227, -6.61598, -1.33387], [3.62421, -1.40859, -1.08652], [4.66681, 0.18553, 3.88926], [-5.30257, 1.72660, 5.35271], [-3.84098, 2.93934, 2.56752], [1.38877, -2.15190, 2.18124], [-3.79598, 0.71996, 4.23592], [-3.77725, -0.13825, 4.89140], [1.44631, 6.05552, -2.83710], [0.92281, 3.89715, -1.88956], [3.86865, -2.69547, -1.68481], [-3.30982, 0.53520, -2.80952], [-2.10817, -6.14615, -4.48312], [0.38828, -4.81520, -0.48112], [3.47735, 0.05370, 3.17330], [-0.87843, -4.80664, -2.43810], [0.28578, 2.43368, -3.36301], [1.41507, 0.24662, 1.41126], [-1.78005, 0.46881, -3.78118], [-2.67344, -6.67341, -5.24363], [-1.32171, -6.09797, -2.26198], [4.84085, 1.28105, 4.72368], [-2.28685, -3.93164, 0.90671], [-4.68810, 2.88994, 3.65433], [-2.05237, 2.90545, 0.49187], [4.57639, -0.32731, -1.09675], [5.35232, -0.64880, 3.89259], [0.92843, 4.21333, -4.26489], [0.67433, 1.85988, -0.88805], [-1.67781, -0.26578, -1.84445], [-5.34234, 3.73230, 3.82639], [-4.69171, 1.75885, 4.45807], [0.86973, 3.05035, -0.70107], [3.57348, -1.81654, 0.47738], [-0.78071, -1.84178, 1.18496], [3.31332, -0.83205, 2.57408], [-0.12336, -2.41584, 2.68301], [1.24738, 0.28208, -3.33745], [2.00906, 2.97684, 4.01752], [-1.77727, -4.37807, -5.63886], [-2.21916, 0.60369, -2.78035], [-2.90032, 0.81091, 3.19307], [-0.08165, -4.17241, -1.38892], [-1.49912, 0.89590, 0.86401], [0.99910, 3.54433, 0.38492], [1.36188, 1.00479, 2.38722], [2.72447, 2.16527, 4.05230], [-0.02518, -3.82414, 2.89845], [1.32180, 6.17898, -4.99936], [-0.11817, -2.93128, -1.38966], [2.13028, -0.85191, -1.25354], [1.86968, 7.04587, -2.74809], [1.25974, 5.23367, -1.73623], [1.27429, 5.53751, -4.13008], [4.02312, 3.13555, 5.45090], [0.07305, -0.55994, -0.44002]],
  "forces_ev_per_a": [[-0.48, 0.71, -0.23], [0.67, -0.74, 1.31], [-0.17, -0.47, -0.28], [-0.06, 0.01, 0.01], [-0.02, 0.35, -0.93], [-5.96, 1.51, -4.10], [-0.36, 0.09, 0.17], [0.06, -0.10, -0.10], [1.37, 0.54, 0.34], [-0.98, 0.04, 1.18], [-0.80, 1.45, -0.56], [-3.69, -0.27, -3.22], [-0.21, 0.22, -0.07], [-0.61, -0.45, -1.19], [0.61, 0.99, -0.09], [0.19, 0.38, -0.51], [1.60, -1.08, 0.00], [-0.05, -0.30, -0.01], [1.07, 1.24, 0.68], [0.06, -0.25, -0.04], [-0.34, -0.29, 0.44], [-0.07, -0.29, 0.11], [0.25, -0.08, 0.34], [-0.89, -0.36, -0.29], [-0.12, 0.32, 0.13], [3.49, -0.87, 4.32], [-0.88, -0.15, 0.48], [-0.24, -0.03, -0.19], [0.63, 0.08, -0.54], [-0.36, 0.12, 0.03], [-0.42, 0.70, 0.14], [0.04, -0.03, -0.03], [0.25, -0.57, -0.81], [0.34, 0.72, -0.37], [-0.35, 1.60, -0.22], [-0.02, -0.03, -0.18], [-0.39, -1.16, 0.07], [0.16, 0.06, -0.86], [0.38, -0.36, -0.35], [0.73, -0.02, -1.28], [0.53, -0.28, 0.39], [0.07, 0.49, -0.43], [-0.33, -0.39, -0.12], [0.20, 0.17, -0.23], [0.81, -1.52, 1.05], [0.24, 0.29, 0.03], [0.83, 0.14, 0.94], [0.06, -0.23, -0.29], [0.04, 0.68, -0.05], [-0.83, -1.32, -0.36], [0.23, 0.16, -0.14], [0.05, -0.51, -0.14], [-0.02, -0.71, -0.28], [2.23, -0.45, 1.26], [-0.09, -0.09, 0.15], [0.22, 0.02, 0.73], [-0.57, 0.13, -0.35], [-0.50, 0.45, -0.78], [0.33, -3.10, 5.21], [-0.04, 0.17, -0.04], [5.35, 1.29, 0.61], [-0.62, -0.15, 1.06], [-0.11, -0.11, 0.14], [-0.15, -0.05, 0.00], [0.86, 0.50, 0.26], [0.33, -0.94, -0.08], [-1.33, 0.82, 1.54], [0.34, -0.90, 0.36], [0.19, 0.12, 0.33], [-0.21, -1.22, 0.87], [-0.41, 0.45, -0.36], [-1.62, 0.53, -0.34], [0.34, -0.01, 0.01], [0.44, -0.12, -0.28], [2.14, -0.14, -3.68], [-0.40, 0.15, 0.33], [0.59, 0.72, 0.39], [-0.23, 0.30, 0.68], [0.01, 0.05, -0.04], [-3.41, 1.36, -1.70]],
  "mulliken_charge": [-0.5060, -0.5431, -0.6376, 0.4077, 0.5067, 0.7186, 0.1735, 0.4798, 0.2697, -0.2358, -0.6852, 0.6006, 0.4338, -0.5923, -0.7968, 0.1747, -0.5764, -0.2760, -0.4634, 0.3909, -0.1937, 0.4434, 0.3843, 0.2029, 0.4484, 0.8862, -1.0045, 0.3691, -0.5704, -0.2039, -0.8054, 0.4662, -0.6087, 0.2298, -0.5605, 0.2890, -0.3000, -0.5129, 0.1212, 0.4785, 0.2121, -0.2411, 0.2447, 0.3629, -0.4785, -0.3624, -0.5164, -0.5734, -0.6178, -0.5731, 0.4180, -0.8480, 0.2133, -0.4630, 0.4142, -0.4488, 0.7692, -0.2327, 0.1558, 0.3331, 0.7231, -0.1857, 0.4218, 0.3786, -0.9725, 0.5207, 0.7529, 0.5909, -0.5629, 0.8887, -0.5787, -0.5501, 0.4041, -0.4073, 0.2100, 0.3658, -0.5042, -0.4726, 0.4081, 2.3987],
  "relative_energy_ev": 2.112,
  "total_energy_ha": -4604.29303,
  "lumo_energy_ev": -1.37
}

Entry 2:
{
  "formula": "C25H23LiN5O2S2",
  "method": "ωB97M-V with the def2-TZVPD basis set",
  "symbols": ["C", "C", "H", "H", "H", "H", "C", "C", "N", "H", "C", "H", "O", "H", "C", "C", "C", "C", "H", "C", "N", "N", "H", "N", "H", "C", "C", "C", "C", "C", "C", "O", "C", "H", "S", "S", "H", "H", "H", "C", "H", "C", "Li", "H", "H", "C", "C", "C", "H", "C", "H", "H", "H", "H", "C", "N", "C", "H"],
  "coordinates": [[-0.30836, -6.10798, 0.88691], [0.26339, -0.05820, 4.55336], [0.59176, 0.11083, 5.57272], [1.84858, -4.10994, -0.82667], [0.79530, 4.35799, 0.37031], [-5.67551, 1.11009, 0.04887], [0.03724, 4.28234, -4.21923], [-4.09552, -0.14050, 0.17895], [1.56580, -1.10278, 1.30149], [-3.29469, -3.51808, 1.20699], [0.22625, 3.35597, -5.23928], [0.34232, 0.52139, -3.35967], [0.17189, 0.43295, -1.03168], [1.69192, -6.37825, 0.13693], [3.95449, 2.19524, -0.13859], [-1.29231, -3.91729, 0.44479], [0.33924, 2.00557, -4.94202], [0.85356, -5.69492, 0.22851], [0.27252, 3.68960, -6.26812], [0.27470, 1.56913, -3.62409], [-0.55598, -0.46884, 1.94000], [-2.63820, -1.88518, 0.19764], [-0.38797, -7.09853, 1.31515], [-5.31618, 0.36878, 0.62745], [-0.19300, 4.56968, -2.10303], [-1.42443, -0.11284, 2.88537], [2.72287, 1.72402, -0.56506], [0.71772, -0.66803, 2.28654], [0.95038, -4.43011, -0.30974], [4.05906, 3.45090, 0.45045], [-0.03151, 3.85674, -2.90276], [0.03101, -2.30240, -0.72235], [1.60710, 2.52863, -0.40247], [4.83530, 1.57712, -0.25687], [0.00141, 1.91736, -0.92552], [-3.12808, 0.94610, -0.76450], [3.00630, 5.20323, 1.10809], [1.11821, -1.51749, 0.47867], [2.22057, -0.58795, 3.83996], [1.17496, -0.44300, 3.59736], [2.60472, 0.73771, -0.99475], [1.69009, 3.76800, 0.20970], [-1.08591, -0.86220, -0.49319], [-5.97566, -0.35474, 0.87253], [5.02295, 3.80984, 0.78876], [0.10558, 2.50586, -2.62180], [2.92909, 4.23633, 0.62791], [-0.10570, -3.48053, -0.22550], [0.46958, 1.28344, -5.73778], [-2.47652, -3.07749, 0.63068], [-2.26786, -5.49787, 1.48925], [2.40243, -1.56359, 1.61446], [-0.06685, 5.33454, -4.45096], [-2.44943, 0.00666, 2.54757], [-1.35351, -5.20631, 0.98011], [-3.87616, -1.36251, 0.56778], [-1.07587, 0.10240, 4.20698], [-1.82308, 0.38907, 4.93338]],
  "forces_ev_per_a": [[0.08, 0.10, -0.05], [0.02, 0.01, 0.03], [-0.01, 0.00, 0.00], [0.01, -0.02, 0.00], [-0.01, -0.01, 0.00], [0.01, -0.03, 0.01], [0.00, -0.03, -0.01], [-0.06, 0.09, -0.07], [0.15, 0.20, 0.22], [0.00, -0.04, -0.01], [-0.01, 0.00, 0.03], [0.00, 0.00, 0.01], [0.30, 0.78, -0.17], [0.00, 0.00, 0.00], [-0.01, 0.04, 0.02], [-0.14, 0.12, 0.07], [-0.01, 0.00, 0.01], [-0.05, -0.07, 0.04], [0.00, 0.00, -0.01], [0.00, 0.04, -0.07], [0.04, -0.01, -0.08], [-0.47, -0.17, 0.24], [0.00, -0.01, 0.00], [0.05, 0.05, 0.01], [0.00, 0.00, 0.01], [0.01, 0.12, -0.13], [0.04, 0.01, 0.01], [0.12, -0.23, -0.14], [-0.03, 0.05, 0.01], [0.00, -0.03, -0.01], [0.00, 0.01, -0.04], [0.15, -0.19, -0.02], [0.01, -0.05, -0.01], [0.01, 0.00, 0.01], [-0.07, -0.49, 0.10], [-0.03, -0.19, 0.08], [0.01, 0.01, 0.00], [-0.06, 0.04, -0.11], [0.00, 0.00, 0.00], [-0.03, 0.02, 0.08], [-0.03, -0.01, 0.01], [0.05, 0.05, -0.01], [-0.34, 0.13, 0.24], [-0.03, 0.00, -0.02], [0.01, 0.00, 0.00], [0.00, 0.00, 0.03], [-0.02, -0.03, -0.01], [-0.11, -0.18, -0.06], [0.00, 0.00, -0.01], [0.18, -0.05, -0.12], [0.00, 0.00, 0.00], [0.00, 0.00, 0.04], [0.00, 0.00, -0.01], [0.00, 0.00, -0.01], [0.00, -0.02, 0.00], [0.25, 0.02, -0.11], [-0.01, 0.00, 0.00], [0.00, 0.00, 0.00]],
  "nbo_charge": [-0.3241, -0.1598, 0.1988, 0.1918, 0.2194, 0.3796, -0.2003, 0.2772, -0.8193, 0.1568, -0.2183, 0.2595, -1.0015, 0.1890, -0.2092, -0.2250, -0.2018, -0.2146, 0.2069, -0.2306, -0.4904, -0.3381, 0.1933, -0.8359, 0.2159, 0.0763, -0.2095, 0.3938, -0.2847, -0.2149, -0.2443, -0.8468, -0.1616, 0.2107, 1.3160, -0.5646, 0.2079, 0.4417, 0.1990, -0.3181, 0.2531, -0.2477, 0.8355, 0.3704, 0.2069, -0.1550, -0.2043, 0.3938, 0.2124, 0.1022, 0.1913, 0.3676, 0.2070, 0.2151, -0.1546, -0.4858, -0.3367, 0.2085],
  "charge": -1,
  "total_energy_ha": -2194.78466,
  "lumo_energy_ev": 2.47
}

Entry 3:
{
  "formula": "C25H24BBrN15OSn",
  "method": "ωB97M-V with the def2-TZVPD basis set",
  "symbols": ["C", "N", "C", "C", "C", "C", "H", "N", "C", "N", "Br", "H", "H", "N", "C", "N", "H", "C", "H", "C", "C", "N", "H", "H", "C", "N", "C", "C", "N", "N", "N", "C", "H", "H", "C", "N", "H", "O", "H", "C", "N", "N", "H", "H", "C", "C", "H", "C", "H", "Sn", "C", "N", "H", "H", "C", "N", "C", "B", "H", "H", "H", "H", "H", "C", "C", "H", "C", "H"],
  "coordinates": [[-2.00599, -5.58958, 2.06313], [-1.71658, -4.33037, 2.14653], [0.34588, 0.07444, 3.05690], [-2.73763, -0.32833, -1.23172], [2.62735, -1.44659, -0.68251], [-1.63190, 2.38988, 1.84961], [-3.13051, -3.42023, -0.31644], [-1.61112, -0.59851, -0.54977], [3.00322, -2.73793, -0.35961], [-0.88400, 5.21435, 3.71173], [-1.14166, 3.33010, -1.82876], [2.85060, 1.02879, -1.82776], [-3.46968, 1.70702, 2.26305], [0.03745, 0.87331, -2.36255], [2.86253, 1.85345, -1.12785], [1.83362, 1.94225, -0.26603], [3.98138, -3.18179, -0.43729], [1.74838, 3.01241, 0.54526], [-0.86627, 3.11346, -4.72920], [1.84537, -3.32891, 0.09468], [0.45286, -0.01144, -4.56040], [-1.67137, -1.89273, -0.14048], [0.26545, 0.68475, -6.99405], [0.24069, -0.78546, 5.09412], [0.45286, -0.11326, -3.19768], [0.41756, 4.12497, 2.16879], [-0.76784, 4.22841, 2.85992], [3.83283, 3.85052, -0.25406], [-0.38949, -1.69405, 2.02443], [-1.78720, 3.37614, 2.69650], [1.31728, -1.26238, -0.46007], [0.10451, -0.87863, 4.03020], [1.70764, -4.32310, 0.48578], [2.62640, 4.81068, 1.26653], [2.73671, 3.97442, 0.59146], [-0.48317, 2.22173, 1.09545], [4.62547, 4.58739, -0.23443], [-0.05739, 1.41043, -6.43739], [-0.31373, -5.03044, -0.74274], [-0.43669, 1.99802, -2.95695], [-0.95256, -4.00333, 0.98289], [-2.63272, 1.51552, 1.72983], [3.25298, -0.65526, -1.05914], [0.80255, -1.02149, -2.72752], [0.49074, 3.15168, 1.33118], [-1.48270, -6.15889, 0.85788], [-1.54712, -7.17692, 0.49868], [-0.82440, -5.04521, 0.21010], [-4.52820, -1.54623, -1.69161], [0.13781, 0.57389, -0.14294], [-0.47584, 2.19806, -4.30597], [0.82350, -2.45347, 0.01143], [-2.89700, 0.64282, -1.67849], [0.72307, 1.07613, 3.18568], [-0.35734, -1.98003, 3.34044], [0.05032, -0.41105, 1.84206], [-3.55594, -1.44414, -1.23936], [-0.55369, -2.51658, 0.73674], [-1.74064, 5.33598, 4.23409], [0.80813, -0.83918, -5.16001], [-0.67784, -2.93766, 3.70921], [-0.13226, 5.87707, 3.83489], [-2.57593, -6.08220, 2.83884], [-2.84874, -2.40602, -0.54330], [3.87870, 2.78441, -1.14668], [4.68965, 2.67490, -1.85360], [-0.00935, 1.17691, -5.15284], [-2.67901, 0.81710, 1.01120]],
  "forces_ev_per_a": [[-0.02, 0.00, 0.00], [0.00, 0.02, -0.01], [0.01, 0.00, -0.03], [0.00, 0.00, -0.04], [0.07, 0.01, 0.01], [-0.08, -0.04, -0.09], [-0.02, 0.00, 0.01], [0.06, 0.08, 0.07], [0.01, -0.05, 0.01], [0.01, 0.01, -0.02], [0.02, -0.03, -0.14], [-0.03, 0.12, 0.00], [0.01, 0.01, 0.01], [-0.10, 0.15, -0.04], [-0.01, -0.03, -0.01], [-0.11, -0.02, 0.03], [0.00, 0.01, 0.00], [-0.07, 0.02, 0.02], [0.00, 0.00, 0.00], [-0.03, 0.01, -0.02], [0.02, 0.00, -0.01], [-0.17, -0.02, 0.06], [0.00, 0.00, -0.01], [0.01, 0.00, 0.00], [0.02, -0.05, 0.01], [0.01, -0.02, -0.05], [-0.06, 0.02, -0.03], [-0.04, -0.09, -0.02], [0.03, 0.00, -0.07], [0.06, 0.00, 0.10], [-0.11, -0.03, 0.01], [-0.01, -0.02, 0.02], [0.02, 0.00, 0.00], [-0.01, 0.01, 0.00], [0.03, 0.02, -0.01], [0.05, -0.01, -0.04], [0.00, 0.01, -0.01], [0.01, 0.00, 0.01], [-0.01, 0.00, 0.00], [0.01, 0.03, 0.20], [0.01, 0.03, -0.03], [0.00, 0.03, -0.03], [-0.04, -0.12, 0.05], [-0.03, 0.02, -0.03], [0.04, -0.08, 0.08], [0.05, 0.04, -0.03], [-0.01, 0.00, 0.00], [-0.01, -0.07, 0.06], [0.00, 0.00, 0.00], [0.19, -0.10, -0.13], [0.03, -0.05, -0.04], [0.03, 0.05, -0.01], [0.00, 0.00, 0.03], [-0.01, 0.01, -0.02], [0.00, -0.02, 0.01], [0.02, 0.05, 0.06], [-0.01, 0.00, -0.04], [0.05, -0.06, 0.07], [0.00, 0.00, 0.00], [-0.01, 0.00, 0.00], [0.00, 0.00, 0.01], [0.00, 0.00, 0.01], [0.00, 0.00, -0.01], [0.09, 0.03, 0.00], [0.01, 0.06, 0.04], [0.01, 0.01, 0.01], [-0.02, 0.03, 0.01], [0.04, -0.02, 0.01]],
  "lowdin_spin": [0.0401, 0.1742, 0.0003, 0.0002, 0.0000, 0.0000, 0.0004, 0.0010, 0.0000, 0.0000, 0.0000, 0.0000, 0.0000, 0.0000, 0.0000, 0.0000, 0.0000, 0.0000, 0.0000, 0.0000, 0.0000, 0.0039, 0.0000, 0.0000, 0.0000, 0.0000, 0.0000, 0.0000, 0.0007, 0.0000, 0.0002, 0.0002, 0.0002, 0.0000, 0.0000, 0.0000, 0.0000, 0.0000, 0.0041, 0.0000, 0.1243, 0.0000, 0.0000, 0.0000, 0.0000, 0.4453, 0.0164, 0.1806, 0.0000, 0.0000, 0.0000, 0.0004, 0.0001, 0.0000, 0.0016, 0.0001, 0.0001, 0.0065, 0.0000, 0.0000, 0.0007, 0.0000, -0.0023, 0.0007, 0.0000, 0.0000, 0.0000, 0.0000],
  "charge": 4,
  "multiplicity": 2,
  "relative_energy_ev": 0.257,
  "s2": 0.7586,
  "total_energy_ha": -4675.59282,
  "lumo_energy_ev": [-11.21, -14.41]
}